Entry 1:
# C41H67N2O3P2SSiTl

C41H67N2O3P2SSiTl as an isolated structure (ωB97M-V/def2-TZVPD, the Open Molecules 2025 dataset).

```
118
Properties=species:S:1:pos:R:3
Tl -0.741 -0.889 2.484
S -1.798 -3.478 5.099
P 0.115 2.567 -0.850
P 1.611 -1.798 0.053
Si 2.102 1.636 -0.058
O -4.627 0.450 0.243
O -3.229 0.150 1.915
O -1.941 -2.103 4.330
N -5.073 -0.583 3.714
N -5.416 -0.390 2.278
C 2.450 1.599 1.789
C 2.477 5.773 -2.072
C -0.887 3.029 1.752
C -1.164 2.695 -4.855
C -0.222 -2.633 -1.868
C -4.398 0.041 1.478
C 5.892 -2.970 0.873
C -0.654 3.264 -3.550
C 3.688 5.155 -1.705
C -1.979 3.591 2.692
C -3.215 4.257 1.986
C 3.041 -1.901 -2.232
C -5.900 -0.095 -0.330
C 2.876 -2.794 1.001
C 2.819 0.396 -1.339
C 4.997 -3.706 -0.161
C 3.804 -1.871 1.872
C 3.792 -1.466 -3.288
C 2.561 -0.976 -1.249
C 2.472 3.347 -0.748
C -0.241 -3.218 6.140
C -0.084 -4.135 0.128
C -1.914 1.379 -2.362
C -2.578 0.860 -3.642
C 3.562 -3.995 0.450
C -1.488 4.758 0.001
C 3.690 3.971 -1.019
C -1.431 -3.494 -2.168
C 3.779 0.762 -2.279
C -2.594 2.005 -4.656
C 1.246 5.096 -1.793
C -3.131 -3.451 6.355
C 0.695 -3.276 -0.866
C -0.698 -5.390 -0.599
C -2.705 5.255 0.901
C -1.154 3.286 0.300
C 4.227 -0.130 -3.302
C -0.618 2.131 -2.547
C 5.187 -1.663 1.269
C -1.163 -5.019 -2.021
C 1.273 3.854 -1.200
H -0.313 -5.308 -2.683
H -1.303 4.097 -3.164
H -0.536 -1.638 -1.479
H -0.437 1.929 -5.227
H -3.887 4.773 2.681
H 2.165 -3.146 1.788
H -0.962 1.905 1.874
H 4.854 0.243 -4.083
H 1.459 -3.943 -1.343
H -2.402 2.786 3.353
H 0.386 3.690 -3.620
H -3.485 5.464 0.214
H -1.754 4.886 -1.034
H 4.952 -3.148 -1.105
H 0.169 1.382 -2.891
H -1.784 -3.250 -3.200
H 2.815 -2.969 -2.050
H 2.398 6.743 -2.537
H -1.848 0.538 -1.663
H -6.802 0.197 0.278
H -2.113 -5.572 -2.355
H -2.394 6.202 1.380
H 2.116 0.711 2.314
H 0.513 -4.567 0.951
H -2.878 1.604 -5.644
H -6.027 0.296 -1.395
H -6.217 0.230 2.179
H -3.821 -4.227 6.080
H -5.804 -1.214 -0.402
H -2.318 -3.120 -1.589
H -1.209 3.385 -5.667
H 3.750 -4.712 1.260
H -3.564 0.377 -3.459
H -0.849 -3.537 0.609
H 5.457 -4.649 -0.425
H 6.888 -2.836 0.445
H -2.050 2.628 0.040
H 3.265 -0.942 2.124
H 0.311 5.591 -2.066
H 5.818 -1.088 1.997
H 2.020 2.503 2.289
H 2.895 -4.388 -0.363
H -0.050 -6.222 -0.584
H 4.658 5.573 -1.834
H -2.731 -3.819 7.291
H -0.598 5.396 0.170
H 0.130 3.304 2.070
H -0.185 -2.141 6.181
H -4.040 -0.477 3.783
H 0.535 -3.631 5.481
H -1.972 -0.011 -4.036
H 4.068 1.817 -2.279
H -5.264 -1.597 3.864
H -3.644 -2.489 6.415
H -1.665 4.332 3.361
H -0.281 -3.764 7.054
H -1.598 -5.793 -0.133
H 5.213 -0.996 0.407
H 3.946 -2.426 2.827
H 6.022 -3.543 1.773
H 4.510 3.368 -0.761
H 4.083 -2.099 -4.128
H 0.275 -2.335 -2.831
H 3.536 1.545 1.864
H -3.802 3.444 1.486
H -3.302 2.757 -4.325
H -2.631 2.018 -1.873
```

As for the orbital gap: 0.3054 Eh. Its total charge is +2.

=====

Entry 2:
# C41H67N2O4SeSi2TeW

C41H67N2O4SeSi2TeW as an isolated structure (ωB97M-V/def2-TZVPD, the Open Molecules 2025 dataset).

```
119
Properties=species:S:1:pos:R:3
W -1.296 1.073 0.408
Te -0.007 -1.446 0.672
Se 1.252 2.121 0.144
Si -4.540 0.168 -0.232
Si -1.607 -4.308 0.004
O -0.616 1.172 2.182
O -0.887 0.801 -1.409
O -0.581 3.676 -1.966
O -2.860 2.395 1.620
N -2.114 5.166 -1.136
N -1.861 3.059 -0.189
C 2.209 0.062 4.175
C 4.205 -0.394 -3.629
C -1.789 6.159 -2.161
C 0.269 -0.421 6.197
C 4.738 -1.597 4.083
C 4.129 -1.032 -5.016
C 0.887 0.364 3.874
C 3.027 0.872 2.087
C -2.805 -3.911 1.384
C 0.660 0.912 2.603
C 4.698 -0.097 3.761
C 1.481 0.938 -1.347
C 1.716 1.163 1.733
C 3.289 0.285 3.313
C -1.349 1.465 -4.492
C -3.039 5.457 -0.180
C 5.739 0.191 2.680
C 0.314 0.609 -2.041
C -0.848 0.028 -4.270
C 0.373 0.099 -3.343
C 5.097 0.852 -3.717
C -0.130 -5.241 0.656
C -1.449 3.935 -1.159
C -1.014 -2.658 -0.728
C -1.043 1.385 5.122
C 2.726 0.646 -1.872
C -4.996 -1.452 -1.055
C -4.350 1.475 -1.571
C -0.476 -0.553 -5.636
C -3.387 4.608 0.812
C -0.257 0.092 4.854
C -2.731 3.342 0.800
C 5.064 0.707 5.017
C -1.985 -0.836 -3.713
C -5.871 0.703 0.960
C 2.827 -0.002 -3.097
C 1.650 -0.224 -3.808
C -1.192 -0.983 4.280
C -2.959 -0.182 0.788
C 4.835 -1.405 -2.660
C -2.445 -5.236 -1.377
H -3.478 6.443 -0.262
H 0.639 -5.358 -0.111
H -0.643 -1.907 4.079
H -3.363 1.507 -2.034
H -5.066 1.255 -2.366
H -2.345 -0.476 -2.753
H -2.628 6.285 -2.844
H -0.584 2.063 -4.990
H -4.581 2.473 -1.192
H -0.386 2.154 5.533
H 0.328 -4.749 1.517
H 5.030 1.779 4.818
H -5.541 1.578 1.523
H 3.827 1.106 1.400
H -4.217 -1.781 -1.749
H -2.823 -6.199 -1.028
H -3.293 -4.670 -1.771
H -1.552 7.110 -1.689
H -1.676 -0.654 3.361
H -0.105 -1.577 -5.559
H 1.728 -0.648 -4.796
H 0.272 0.052 -6.150
H 6.722 -0.123 3.031
H 5.280 1.294 -2.736
H -0.296 -2.823 -1.537
H -2.825 -1.267 0.782
H 3.706 -0.349 -5.755
H -5.148 -2.244 -0.317
H 0.955 0.287 6.664
H 4.052 -1.858 4.890
H -4.105 4.861 1.575
H 5.529 -0.356 1.758
H -1.672 -1.877 -3.605
H 6.074 0.452 5.342
H 4.644 1.615 -4.353
H -0.574 -0.559 6.875
H 4.949 -0.984 -1.660
H -6.793 0.961 0.433
H -5.920 -1.350 -1.628
H -1.977 -1.211 5.004
H 4.473 -2.193 3.207
H 2.422 -0.373 5.140
H -1.756 -5.429 -2.201
H -1.594 1.960 -3.556
H -3.065 -4.814 1.941
H -6.105 -0.088 1.676
H -3.734 -3.490 0.991
H -3.219 0.103 1.813
H 6.066 0.587 -4.141
H -2.823 -0.815 -4.413
H 0.772 -1.385 6.101
H 5.799 1.256 2.447
H -1.516 1.776 4.223
H 4.222 -2.305 -2.581
H -0.927 5.802 -2.712
H -0.429 -6.242 0.975
H 5.134 -1.295 -5.347
H 3.535 -1.948 -5.010
H 5.742 -1.884 4.398
H -1.824 1.187 5.858
H -2.395 -3.198 2.105
H -1.840 -2.077 -1.133
H 5.825 -1.698 -3.014
H 3.615 0.936 -1.327
H -2.239 1.451 -5.124
H 4.386 0.495 5.844
H -1.368 -0.572 -6.264
```

As for the orbital gap (alpha / beta): 0.2655 / 0.2265 Eh. The multiplicity is 3. As for the relative energy (zero: lowest compared OMol25 entry of this formula, charge and spin): 21.8 kcal per mole. Its total charge is +1.

=====

Entry 3:
# C41H70F3O18SY

C41H70F3O18SY as an isolated structure (ωB97M-V/def2-TZVPD, the Open Molecules 2025 dataset).

```
134
Properties=species:S:1:pos:R:3
Y 28.933 9.697 19.500
S 33.559 8.182 16.012
F 34.233 5.795 16.993
F 35.114 7.459 18.099
F 35.870 6.921 16.171
O 41.254 0.672 15.996
O 34.329 9.370 15.646
O 42.596 4.090 20.632
O 28.085 5.129 16.893
O 33.228 5.072 22.903
O 32.963 7.427 14.868
O 32.450 8.519 16.953
O 38.177 14.219 19.013
O 33.222 11.831 8.938
O 30.164 14.163 17.340
O 39.433 1.075 14.765
O 34.263 -2.233 20.142
O 37.885 16.270 10.104
O 33.659 1.939 9.873
O 37.511 15.893 12.274
O 31.869 6.687 22.123
O 26.929 3.169 16.769
O 29.975 16.357 17.036
C 28.788 3.272 15.404
C 40.916 2.837 14.949
C 27.927 3.993 16.406
C 26.888 1.959 16.024
C 32.012 1.869 8.240
C 39.661 13.196 20.571
C 33.926 4.693 24.162
C 41.384 6.100 20.902
C 42.674 5.511 20.311
C 31.434 11.665 10.530
C 31.439 16.643 15.280
C 37.611 14.819 13.207
C 37.608 12.952 19.314
C 35.010 -0.042 19.677
C 39.587 14.117 19.365
C 37.888 15.438 11.013
C 41.277 3.699 21.112
C 39.922 3.105 13.839
C 32.432 2.185 10.616
C 32.998 5.345 25.201
C 34.906 -1.140 20.761
C 32.395 12.994 8.782
C 32.662 10.904 9.886
C 32.512 6.187 23.071
C 28.279 1.808 15.531
C 32.556 6.583 24.520
C 40.607 1.436 15.264
C 38.337 12.528 20.589
C 31.816 15.373 16.052
C 30.507 17.395 16.194
C 34.972 -0.905 18.384
C 34.796 6.999 16.914
C 38.186 13.989 11.021
C 38.763 2.117 14.072
C 33.950 -1.959 18.778
C 31.345 2.292 9.519
C 30.548 15.203 16.866
C 33.489 2.182 8.470
C 31.822 13.092 10.203
C 37.528 13.589 12.329
C 40.420 4.922 20.716
H 38.072 12.881 12.954
H 41.364 3.555 22.189
H 32.304 9.976 9.439
H 41.950 2.791 14.606
H 26.641 1.117 16.671
H 40.929 2.777 20.645
H 28.251 1.452 14.501
H 30.971 3.309 9.407
H 37.630 13.554 10.190
H 28.810 1.108 16.177
H 34.562 -0.467 17.474
H 30.508 11.484 9.984
H 34.158 0.628 19.792
H 37.972 2.623 14.625
H 40.058 15.069 19.608
H 37.790 12.826 21.483
H 32.604 15.522 16.791
H 30.481 1.679 9.776
H 41.153 7.053 20.425
H 30.921 13.705 10.242
H 42.848 5.601 19.238
H 40.839 3.371 15.896
H 31.242 11.425 11.576
H 34.917 5.136 24.257
H 39.271 13.892 10.996
H 36.538 13.154 12.192
H 32.163 1.366 11.282
H 35.913 0.567 19.730
H 35.930 -1.372 21.054
H 34.282 -0.693 21.535
H 40.529 12.538 20.573
H 31.016 18.176 16.759
H 40.388 3.039 12.856
H 38.528 14.974 13.775
H 40.179 4.807 19.658
H 32.511 3.163 11.090
H 41.537 6.347 21.952
H 33.745 3.200 8.179
H 39.523 5.099 21.310
H 40.068 13.747 18.459
H 36.815 14.852 13.950
H 30.922 16.486 14.333
H 31.577 12.897 8.069
H 31.794 0.808 8.114
H 32.378 17.163 15.090
H 39.778 13.760 21.496
H 32.147 4.690 25.383
H 43.525 5.982 20.803
H 33.269 7.400 24.632
H 29.760 17.936 15.612
H 32.052 14.502 15.441
H 33.407 5.585 26.183
H 32.558 13.486 10.904
H 28.675 3.782 14.448
H 35.963 -1.309 18.174
H 38.395 1.824 13.088
H 32.941 -1.548 18.766
H 31.644 7.084 24.844
H 39.621 4.140 14.005
H 38.386 11.439 20.594
H 33.034 13.857 8.594
H 34.026 3.632 24.388
H 26.173 1.979 15.201
H 31.632 2.340 7.333
H 33.364 10.728 10.701
H 37.902 12.309 18.484
H 29.839 3.334 15.687
H 34.246 1.649 7.895
H 34.101 -2.832 18.142
H 36.521 12.935 19.394
```

As for the orbital gap: 0.0417 Eh. Its total charge is +2.